92
Properties=species:S:1:pos:R:3 method="wB97M-V/def2-TZVPD" energy_ha=-6561.080699 spin_multiplicity=1 mol_weight_g_mol=1120.9 homo_energy_ev="-4.451 / -4.513" e_above_lowest_kcal_mol=40.6 homo_lumo_gap_ha="0.1991 / 0.2013" total_charge=-1
C -1.40498 -3.62847 -3.70297
C -1.18408 -2.57990 -2.82561
S 3.59010 -2.66716 0.81677
S 1.00450 -0.02135 -2.59524
S -2.13406 1.39035 1.07247
H 4.87347 -4.49100 -0.04876
C 0.19110 -3.25327 1.41515
H -6.77199 0.00810 0.42921
N 5.04016 3.07036 -3.38173
H 0.46644 -3.69505 0.46185
C 4.21966 2.26561 -3.43974
H 4.55143 -3.10522 -2.02148
C 3.86701 -4.13259 -0.25578
N -0.95506 1.79029 -1.96574
H -0.82690 -1.66100 4.76897
C 3.79719 0.29077 5.19615
N 3.00100 0.19169 -5.83715
C 1.03936 5.15070 1.26409
C -0.53048 -2.10325 3.82830
C -1.72203 -4.01151 -0.97869
S 2.19852 -2.67692 -1.82886
C 3.08542 0.67175 -4.79508
N 1.82842 -0.87683 0.18026
C 3.29440 -0.03222 3.95567
H -6.15686 -2.13653 -0.63330
C 2.16112 2.03534 5.40729
C -1.78161 -4.86953 -3.22095
H 1.88770 5.59460 1.76292
C 3.70418 -3.71022 -1.69424
C -4.05753 -1.81310 -0.41288
C -0.64318 -2.13487 1.42299
C -0.40346 2.82822 -2.72723
C -0.98867 -1.55563 2.64265
N 2.31128 -0.65006 1.43910
H -1.98088 3.60534 -0.53179
H -0.89590 -1.60969 -3.21385
H 4.64001 -0.25183 5.59682
H 3.62657 1.59354 6.89082
H 0.54174 3.22623 -2.37106
C -5.73082 -0.25770 0.31662
H -1.28742 -3.47153 -4.76453
O 0.74381 0.97395 1.51690
C -3.92443 1.09235 -4.01320
C -2.16596 2.77416 -4.35743
C -0.08417 5.92661 0.98683
C -4.75013 0.61306 0.74944
H -2.64042 3.12260 -5.25698
C -3.05364 -0.95751 0.02682
H 0.33193 2.12820 2.82772
C -1.17066 5.33293 0.34627
H 1.34435 -4.62359 2.57839
H 1.72749 2.86041 5.95045
H 0.69399 -3.60263 4.73372
C -1.10488 4.00835 -0.03255
H 3.56818 -4.54881 -2.37565
H -2.06224 5.91419 0.15635
C -5.39093 -1.46660 -0.27188
C -2.73790 1.71804 -3.59667
N -0.14814 8.40396 1.61376
H -2.27505 -6.01419 -1.47890
H 3.72719 -0.82067 3.35995
C 0.00943 3.18541 0.21641
C -1.95134 -5.05503 -1.85778
H -2.58155 0.47179 -1.88370
H -1.95774 -5.68942 -3.90285
As -1.10147 -1.19988 -0.25496
C -3.40384 0.28257 0.58997
C 1.62680 1.71209 4.16273
C 2.45413 -1.91199 -0.29747
H 3.13328 -4.88751 0.02914
C 3.20686 1.30233 -3.55166
H -1.61384 -0.66570 2.66072
H -5.01001 1.56111 1.19601
O 0.56771 2.42758 3.72857
H 1.96016 3.25871 1.15135
S 2.46772 1.84571 -0.96610
C 0.67279 -3.77745 2.59999
N -4.89793 0.60086 -4.37795
C 3.22895 1.32918 5.92220
C -1.31096 -2.76448 -1.45381
C 2.33915 1.06551 -2.50608
H -3.79270 -2.75468 -0.87745
C 1.73220 0.32781 2.08655
H -1.87280 -4.14854 0.08908
C -2.12168 1.28907 -2.44453
C 0.31490 -3.20010 3.80670
C -0.12278 7.28878 1.33993
W 0.12747 1.05213 -0.33406
C -0.97956 3.31095 -3.87116
C 1.06132 3.81877 0.90019
H -0.48386 4.10735 -4.40421
C 2.20597 0.66579 3.41940